Entry from the OMol25 dataset: a molecular structure, C35H33O2P2ReS2Te at a distorted geometry (the ωB97M-V functional and the def2-TZVPD basis).

Geometry as XYZ:
```
76
Properties=species:S:1:pos:R:3:forces:R:3
Re 0.151768 1.234550 -1.676478 1.50 0.40 1.84
S -2.028960 0.212507 -2.156287 0.26 0.26 -0.28
P -1.590156 -0.761711 -0.414050 0.10 0.15 -0.64
C 0.126283 -0.288060 -0.374404 -1.12 0.48 -0.74
P 1.112506 -0.401654 1.139621 0.45 0.76 0.09
S 1.957479 1.309292 1.600498 -0.16 -0.08 0.05
C 0.098840 -1.020937 2.518929 -0.03 -0.06 -0.27
C -0.266932 -2.364562 2.580568 0.01 0.07 0.07
C -0.991281 -2.830114 3.665738 -0.07 -0.13 -0.04
C -1.344222 -1.961275 4.687077 -0.07 0.09 0.07
C -0.971025 -0.625533 4.631595 -0.02 -0.02 -0.02
C -0.246100 -0.153012 3.548434 -0.06 -0.03 0.01
C 2.306982 -1.741883 0.898776 -0.24 0.11 -0.20
C 2.571148 -2.276074 -0.356792 0.00 -0.02 0.13
C 3.486105 -3.312835 -0.478575 0.04 -0.05 -0.07
C 4.133710 -3.801414 0.645623 0.05 -0.01 -0.01
C 3.890160 -3.244692 1.895193 -0.02 0.04 0.05
C 2.977940 -2.211845 2.025521 0.01 -0.05 -0.09
C -2.082435 -2.487458 -0.579971 0.19 0.18 0.13
C -1.151145 -3.514234 -0.483999 -0.06 0.06 -0.04
C -1.569286 -4.828552 -0.630259 0.06 -0.08 -0.02
C -2.902489 -5.108604 -0.889071 0.01 0.03 0.00
C -3.823689 -4.076345 -1.021674 -0.06 -0.01 -0.02
C -3.418545 -2.761553 -0.870989 0.08 -0.05 0.02
C -2.560771 -0.020161 0.924760 0.31 -0.05 -0.06
C -3.383243 -0.769138 1.757468 0.06 0.05 -0.03
C -4.079138 -0.132684 2.775245 -0.08 -0.04 0.05
C -3.954418 1.234147 2.962947 -0.02 -0.03 0.04
C -3.122274 1.979244 2.137900 0.04 0.05 -0.06
C -2.429427 1.355340 1.117875 -0.02 -0.07 0.01
H 0.046396 -3.050341 1.803939 -0.02 0.00 0.09
H -1.274018 -3.873527 3.725208 0.03 0.00 -0.03
H -1.906420 -2.325363 5.537556 0.02 -0.03 0.00
H -1.235246 0.044587 5.439165 0.00 0.01 -0.01
H 0.086138 0.875666 3.501944 -0.03 0.02 -0.01
H 2.057384 -1.876917 -1.223729 -0.01 -0.06 -0.01
H 3.692663 -3.745824 -1.448873 0.00 0.01 -0.01
H 4.839974 -4.615621 0.551157 0.00 0.00 -0.02
H 4.408603 -3.620403 2.767104 0.01 0.00 0.00
H 2.776986 -1.763124 2.990847 0.04 -0.06 0.03
H -0.107138 -3.282721 -0.305351 -0.01 -0.05 -0.03
H -0.852725 -5.635142 -0.548926 0.01 0.00 0.00
H -3.226701 -6.134438 -1.001593 0.01 -0.01 0.00
H -4.857329 -4.300577 -1.248765 0.00 0.01 0.01
H -4.126597 -1.949152 -0.987855 -0.04 -0.03 0.02
H -3.487067 -1.835627 1.614702 0.04 -0.03 0.05
H -4.720623 -0.713547 3.424823 -0.01 0.01 0.00
H -4.507705 1.724700 3.752943 0.02 -0.02 0.02
H -3.014581 3.044637 2.293850 -0.02 0.00 -0.02
H -1.786338 1.925928 0.457523 -0.02 0.07 0.06
C -0.721958 5.272145 -0.430001 -0.16 -0.08 -0.24
C 0.137419 4.248625 -1.110177 0.69 0.59 0.29
O -0.440968 3.263103 -1.651428 -0.13 -1.46 0.35
C 1.562432 4.405981 -1.123464 -0.35 -0.59 -0.12
C 2.147541 5.680281 -0.972991 0.20 0.25 0.10
C 3.503763 5.851407 -1.026790 -0.22 0.20 0.05
C 4.336876 4.740869 -1.231471 -0.07 -0.29 0.00
C 3.804759 3.486258 -1.370743 0.09 -0.07 0.01
C 2.410690 3.274550 -1.300362 0.12 0.29 0.02
O 1.979636 2.046310 -1.343837 -0.85 -0.05 -0.66
H -1.744963 4.908497 -0.366170 0.02 -0.02 -0.03
H -0.725156 6.210203 -0.987503 0.01 0.01 0.00
H -0.333148 5.474925 0.566996 0.02 0.02 -0.01
H 1.508729 6.544008 -0.849836 0.00 0.00 0.05
H 3.929574 6.838544 -0.915915 0.00 0.00 -0.03
H 5.410337 4.870590 -1.269795 0.00 0.02 -0.03
H 4.428194 2.615702 -1.524865 0.03 0.01 0.07
C 0.004738 1.926793 -5.560498 0.08 -0.06 0.17
Te 1.397199 1.182566 -4.114922 -0.79 -0.84 -0.22
C 1.113447 -0.882250 -4.623914 0.13 0.10 -0.04
H -0.972355 1.481690 -5.396864 0.02 -0.03 0.05
H 0.381665 1.689076 -6.552112 0.03 -0.02 0.01
H -0.042241 3.005320 -5.432254 -0.02 0.00 0.00
H 1.651580 -1.099132 -5.542700 0.00 0.05 -0.01
H 0.052163 -1.084935 -4.738085 -0.03 0.12 0.07
H 1.517004 -1.475068 -3.807185 0.02 0.03 0.01
```
Positions in Å, forces in eV/Å.

Its spin multiplicity is 2. Its HOMO energy (spin up / spin down) is -0.3743 / -0.3718 Eh. The net charge is +1. For the LUMO energy (spin up / spin down), the calculation gives -4.38 / -3.99 eV. The expectation value of S² is 0.7894.

Per-atom Löwdin charges, elementary charge units: 0.95 0.31 0.54 -0.66 0.42 0.32 -0.36 -0.09 -0.07 -0.07 -0.07 -0.10 -0.36 -0.10 -0.08 -0.07 -0.06 -0.08 -0.36 -0.09 -0.06 -0.06 -0.06 -0.10 -0.34 -0.07 -0.06 -0.06 -0.06 -0.10 0.09 0.11 0.11 0.11 0.06 0.08 0.11 0.11 0.11 0.12 0.09 0.11 0.11 0.11 0.11 0.11 0.11 0.11 0.11 0.08 0.02 -0.33 -0.16 -0.10 -0.02 -0.06 -0.04 0.01 -0.37 -0.40 0.09 0.10 0.11 0.12 0.11 0.12 0.13 -0.38 1.38 -0.37 0.01 0.01 0.01 0.01 0.01 -0.01